P | {"formula": "H20O10", "method": "ωB97M-V/def2-TZVPD", "homo_ev": -11.21, "gap_ev": 10.75, "smiles": "O.O.O.O.O.O.O.O.O.O", "e_lumo_ev": -0.46, "symbols": ["H", "H", "H", "H", "H", "H", "H", "H", "H", "H", "H", "H", "H", "H", "H", "H", "H", "H", "H", "H", "O", "O", "O", "O", "O", "O", "O", "O", "O", "O"], "positions_angstrom": [[1.35, -0.04, 0.38], [-0.14, -0.17, 0.11], [4.28, -1.70, -1.13], [2.90, -2.32, -1.02], [1.79, -2.35, 2.58], [1.79, -1.92, 1.13], [2.07, 1.51, 1.73], [2.03, 3.00, 1.44], [-3.96, -0.71, -1.08], [-4.40, -0.29, 0.31], [-3.57, 1.99, -0.50], [-4.85, 2.58, -1.05], [-2.60, -1.21, 2.84], [-3.27, -1.32, 1.49], [5.01, 1.58, -0.16], [6.38, 2.25, -0.18], [-1.23, 1.84, -2.21], [-1.16, 1.36, -0.77], [-0.33, -1.93, -2.99], [-0.97, -2.27, -1.66], [0.57, 0.47, 0.13], [3.74, -2.43, -1.47], [1.25, -1.89, 1.93], [2.48, 2.35, 1.99], [-4.50, -0.99, -0.34], [-4.27, 2.61, -0.28], [-2.93, -1.86, 2.21], [5.91, 1.47, -0.50], [-1.74, 1.81, -1.39], [-0.64, -1.52, -2.17]]}

Q | {"formula": "H20O10", "method": "ωB97M-V/def2-TZVPD", "homo_ev": -9.98, "gap_ev": 10.08, "smiles": "O.O.O.O.O.O.O.O.O.O", "e_lumo_ev": 0.10, "symbols": ["H", "H", "H", "H", "H", "H", "H", "H", "H", "H", "H", "H", "H", "H", "H", "H", "H", "H", "H", "H", "O", "O", "O", "O", "O", "O", "O", "O", "O", "O"], "positions_angstrom": [[-0.45, -0.32, 0.39], [0.87, -0.97, 0.01], [1.94, 0.91, 2.57], [0.85, -0.02, 3.07], [2.82, -1.25, 1.25], [3.35, -1.68, -0.11], [-2.15, 1.99, 0.41], [-1.67, 1.45, -0.93], [-4.47, 0.73, 1.52], [-4.48, 0.15, 0.12], [-1.33, -3.91, -0.11], [-1.12, -2.44, 0.21], [-1.24, 4.53, -2.00], [-0.65, 3.16, -2.30], [-3.68, -1.90, -0.80], [-5.00, -1.14, -0.83], [4.16, 1.83, 1.34], [3.79, 1.58, -0.11], [3.36, -2.36, -1.69], [4.31, -1.23, -1.36], [0.47, -0.11, 0.16], [1.00, 0.71, 2.47], [2.77, -1.03, 0.31], [-2.22, 1.22, -0.17], [-4.13, 0.88, 0.63], [-0.73, -3.32, 0.34], [-0.98, 3.71, -1.57], [-4.62, -2.00, -0.61], [4.54, 1.82, 0.45], [4.00, -1.77, -2.09]]}

Stability check: which of them is least stable? Q.

P | {"formula": "H20O10", "method": "ωB97M-V/def2-TZVPD", "homo_ev": -10.47, "gap_ev": 10.36, "smiles": "O.O.O.O.O.O.O.O.O.O", "e_lumo_ev": -0.11, "symbols": ["O", "H", "H", "O", "H", "H", "O", "H", "H", "O", "H", "H", "O", "H", "H", "O", "H", "H", "O", "H", "H", "O", "H", "H", "O", "H", "H", "O", "H", "H"], "positions_angstrom": [[3.90, 3.78, -7.54], [4.51, 3.03, -7.55], [3.56, 3.81, -6.63], [7.56, 2.27, -9.18], [6.68, 2.52, -9.52], [7.97, 1.78, -9.90], [1.50, 5.44, -5.22], [0.76, 5.56, -5.82], [1.66, 6.32, -4.86], [4.31, 1.24, -9.92], [3.43, 0.87, -9.79], [4.39, 1.34, -10.88], [5.60, 3.83, -10.42], [4.77, 3.45, -10.09], [5.35, 4.68, -10.80], [1.34, 4.82, -9.18], [2.25, 4.80, -8.86], [0.98, 3.96, -8.93], [5.81, -0.18, -8.04], [5.19, 0.43, -8.49], [6.19, -0.71, -8.75], [6.46, 2.21, -6.62], [6.92, 2.38, -7.46], [6.41, 1.25, -6.56], [3.51, 3.63, -4.76], [2.83, 4.33, -4.70], [4.13, 3.82, -4.05], [3.85, 6.59, -7.87], [4.17, 6.64, -8.77], [4.01, 5.66, -7.60]]}

Q | {"formula": "H20O10", "method": "ωB97M-V/def2-TZVPD", "homo_ev": -11.29, "gap_ev": 11.29, "smiles": "O.O.O.O.O.O.O.O.O.O", "e_lumo_ev": 0.00, "symbols": ["O", "H", "H", "O", "H", "H", "O", "H", "H", "O", "H", "H", "O", "H", "H", "O", "H", "H", "O", "H", "H", "O", "H", "H", "O", "H", "H", "O", "H", "H"], "positions_angstrom": [[3.57, 0.90, -0.06], [3.29, 1.26, 0.78], [3.76, -0.02, 0.13], [-2.28, 3.74, -0.65], [-1.62, 4.42, -0.80], [-2.93, 4.16, -0.08], [-0.71, -1.30, -3.42], [-1.43, -0.76, -3.75], [-0.12, -1.40, -4.16], [-0.62, -0.24, 0.51], [-0.63, -0.42, -0.43], [-0.96, 0.65, 0.59], [3.87, -3.65, -1.40], [3.77, -4.16, -0.60], [3.01, -3.27, -1.55], [2.25, -3.33, 2.42], [1.97, -2.42, 2.35], [1.46, -3.84, 2.27], [-1.72, -4.64, -0.62], [-1.50, -3.73, -0.42], [-2.53, -4.59, -1.12], [-1.49, 2.54, 4.82], [-0.73, 2.42, 4.24], [-1.45, 3.46, 5.08], [-3.73, 0.84, -3.62], [-4.51, 0.28, -3.60], [-3.58, 1.08, -2.71], [1.58, 3.76, 2.03], [2.40, 3.92, 2.49], [1.61, 4.33, 1.27]]}

Stability check: which of them is least stable? Q.

P | {"formula": "H20O10", "method": "ωB97M-V/def2-TZVPD", "homo_ev": -10.11, "gap_ev": 9.58, "smiles": "O.O.O.O.O.O.O.O.O.O", "e_lumo_ev": -0.53, "symbols": ["O", "H", "H", "O", "H", "H", "O", "H", "H", "O", "H", "H", "O", "H", "H", "O", "H", "H", "O", "H", "H", "O", "H", "H", "O", "H", "H", "O", "H", "H"], "positions_angstrom": [[23.64, -8.52, -12.73], [22.98, -7.93, -13.09], [23.24, -9.36, -12.71], [25.69, -9.53, -7.58], [25.46, -10.39, -7.31], [25.38, -9.43, -8.46], [25.81, -6.65, -13.34], [25.72, -6.69, -14.34], [25.11, -7.26, -13.13], [24.31, -8.95, -10.13], [23.90, -9.79, -9.86], [24.21, -8.89, -11.09], [22.68, -10.65, -8.75], [22.99, -11.56, -8.98], [22.11, -10.35, -9.48], [22.97, -11.11, -12.09], [22.15, -11.28, -12.58], [22.60, -11.42, -11.24], [25.39, -6.31, -10.42], [25.03, -7.21, -10.45], [25.71, -6.11, -11.27], [23.40, -8.77, -6.79], [24.32, -8.89, -7.01], [23.12, -9.55, -7.18], [20.87, -9.00, -10.83], [20.39, -8.62, -11.54], [21.47, -8.29, -10.55], [22.10, -7.12, -8.96], [21.43, -6.73, -8.35], [22.59, -7.82, -8.54]]}

Q | {"formula": "H20O10", "method": "ωB97M-V/def2-TZVPD", "homo_ev": -11.14, "gap_ev": 10.88, "smiles": "O.O.O.O.O.O.O.O.O.O", "e_lumo_ev": -0.26, "symbols": ["H", "H", "H", "H", "H", "H", "H", "H", "H", "H", "H", "H", "H", "H", "H", "H", "H", "H", "H", "H", "O", "O", "O", "O", "O", "O", "O", "O", "O", "O"], "positions_angstrom": [[0.70, -0.50, -0.80], [0.13, 0.61, 0.09], [-3.94, 0.45, 2.05], [-3.25, -1.00, 2.17], [-2.83, -2.57, 0.64], [-4.24, -2.52, -0.19], [2.77, 3.10, -2.85], [1.63, 3.98, -2.85], [1.93, 1.76, -1.86], [3.09, 1.07, -1.08], [-3.55, 2.09, -1.74], [-2.66, 3.17, -0.87], [0.42, -1.26, 1.44], [-0.51, -1.90, 0.41], [2.20, -3.10, 2.32], [3.02, -2.23, 1.39], [1.31, -2.07, -1.64], [0.74, -3.14, -0.76], [0.77, 1.64, 2.58], [0.33, 2.89, 1.68], [0.86, 0.46, -0.51], [-3.13, -0.08, 2.42], [-3.55, -3.07, 0.33], [2.53, 4.00, -3.06], [2.80, 1.32, -1.95], [-3.28, 2.44, -0.82], [0.40, -1.89, 0.78], [3.11, -2.89, 2.07], [0.42, -2.42, -1.32], [0.10, 2.06, 2.04]]}

Stability check: which of them is least stable? Q.

P | {"formula": "H20O10", "method": "ωB97M-V/def2-TZVPD", "homo_ev": -10.12, "gap_ev": 9.73, "smiles": "O.O.O.O.O.O.O.O.O.O", "e_lumo_ev": -0.38, "symbols": ["O", "H", "H", "O", "H", "H", "O", "H", "H", "O", "H", "H", "O", "H", "H", "O", "H", "H", "O", "H", "H", "O", "H", "H", "O", "H", "H", "O", "H", "H"], "positions_angstrom": [[6.07, -25.04, -13.12], [5.21, -24.73, -12.81], [6.41, -24.29, -13.65], [4.53, -21.38, -14.09], [5.10, -21.97, -14.59], [5.02, -21.10, -13.29], [6.14, -21.66, -11.74], [6.17, -21.87, -10.79], [6.88, -22.15, -12.10], [8.62, -24.18, -8.95], [8.40, -24.16, -8.02], [7.87, -23.76, -9.39], [8.98, -22.35, -12.73], [9.67, -22.49, -12.07], [9.30, -22.83, -13.51], [6.32, -23.20, -15.27], [6.04, -24.05, -15.66], [7.27, -23.20, -15.34], [8.62, -19.79, -13.75], [8.60, -20.74, -13.49], [9.02, -19.78, -14.62], [6.14, -22.36, -9.01], [6.25, -21.91, -8.16], [5.56, -23.10, -8.82], [3.05, -21.68, -9.16], [3.26, -20.99, -9.80], [3.77, -22.31, -9.23], [6.28, -18.14, -10.87], [5.80, -17.75, -10.14], [6.09, -19.08, -10.82]]}

Q | {"formula": "H20O10", "method": "ωB97M-V/def2-TZVPD", "homo_ev": -10.42, "gap_ev": 9.60, "e_lumo_ev": -0.82, "symbols": ["O", "H", "H", "O", "H", "H", "O", "H", "H", "O", "H", "H", "O", "H", "H", "O", "H", "H", "O", "H", "H", "O", "H", "H", "O", "H", "H", "O", "H", "H"], "positions_angstrom": [[-2.61, -2.94, -1.21], [-2.45, -3.84, -0.84], [-1.86, -2.46, -0.77], [0.15, 3.14, 1.12], [-0.23, 3.73, 0.51], [-0.21, 2.18, 0.88], [2.39, 2.01, 1.31], [2.78, 2.88, 0.89], [1.55, 2.21, 1.41], [1.41, 1.95, -2.03], [1.06, 1.62, -2.77], [1.51, 1.33, -1.23], [-0.23, -2.30, 2.16], [-0.61, -2.28, 3.06], [0.79, -2.31, 2.27], [-2.14, 2.20, -1.37], [-1.62, 2.90, -1.39], [-1.56, 1.55, -1.03], [-0.39, 0.46, 0.01], [-0.09, -0.25, -0.64], [-0.62, -0.20, 0.84], [2.50, -0.54, -1.06], [2.02, -1.33, -1.14], [2.79, -0.61, -0.09], [-1.22, -0.36, 2.34], [-2.17, -0.71, 2.20], [-0.67, -1.18, 2.32], [-0.29, -2.02, -1.65], [-0.14, -2.03, -2.75], [0.14, -2.80, -1.35]]}

R | {"formula": "H20O10", "method": "ωB97M-V/def2-TZVPD", "homo_ev": -10.37, "gap_ev": 10.37, "smiles": "O.O.O.O.O.O.O.O.O.O", "e_lumo_ev": 0.00, "symbols": ["O", "H", "H", "O", "H", "H", "O", "H", "H", "O", "H", "H", "O", "H", "H", "O", "H", "H", "O", "H", "H", "O", "H", "H", "O", "H", "H", "O", "H", "H"], "positions_angstrom": [[0.80, 2.86, -1.33], [0.12, 2.73, -1.99], [0.92, 1.97, -0.96], [3.81, -2.11, 0.01], [3.30, -1.40, -0.41], [3.22, -2.50, 0.66], [2.16, 0.58, 1.09], [2.60, 0.60, 0.23], [2.87, 0.50, 1.74], [-2.83, -0.04, -1.84], [-1.89, -0.18, -1.67], [-3.25, -0.20, -0.98], [2.78, 0.06, -1.77], [3.39, 0.78, -1.97], [2.87, -0.55, -2.51], [-0.09, -2.34, -2.14], [0.45, -3.02, -1.73], [0.18, -1.51, -1.71], [-1.76, -0.38, 3.23], [-1.57, 0.33, 2.59], [-2.26, 0.03, 3.94], [-1.60, 1.84, 1.39], [-1.02, 2.53, 1.05], [-2.43, 2.28, 1.61], [-3.53, -0.75, 0.99], [-3.63, -1.67, 0.69], [-3.10, -0.81, 1.85], [-0.21, 0.09, -0.42], [-0.84, 0.42, 0.24], [0.57, -0.17, 0.11]]}

Stability check: which of them is least stable? Q.